(1)
Below is a structure of composition C3H14NOPdS at a distorted geometry, with properties calculated with wB97M-V/def2-TZVPD.

Values from the calculation:
DFT total energy	-21174.6167	eV
relative energy (zero: lowest compared OMol25 entry of this formula, charge and spin)	20.0	kcal per mole
LUMO energy (spin up / spin down)	-0.09818 / -0.25991	Eh
HOMO energy (spin up / spin down)	-8.81 / -14.47	eV
charge	+1
multiplicity	5

```
21
Properties=species:S:1:pos:R:3:forces:R:3
C 0.197 1.122 -2.205 -0.48 1.19 -2.83
Pd 0.052 0.123 -0.397 1.52 -1.02 2.05
N -0.368 -1.058 1.361 -0.59 -0.90 1.38
H 0.946 -0.985 -1.089 0.88 -0.99 -0.24
H 0.434 -1.112 2.003 -0.39 -0.06 -0.37
H -0.542 0.226 -1.925 0.05 0.79 -1.53
H 0.649 0.752 -3.139 -0.30 0.14 0.30
H 1.064 1.497 -1.598 -0.44 -0.48 0.18
H -0.451 1.984 -2.405 0.18 -0.20 -0.11
H -1.156 -0.647 1.873 0.28 -0.39 -0.08
H -0.609 -2.017 1.107 0.05 0.14 0.19
C 0.959 1.768 2.494 0.97 0.50 -0.31
S -0.081 2.618 1.271 2.92 0.96 1.41
C -1.190 3.439 2.438 -1.31 0.09 -0.29
O -1.070 1.561 0.686 -3.08 0.15 0.10
H 1.500 2.608 2.945 0.06 -0.53 0.31
H 1.668 1.092 1.993 -0.26 0.26 0.27
H 0.359 1.235 3.250 0.01 0.33 -0.51
H -0.609 4.105 3.081 0.07 -0.22 -0.21
H -1.877 4.018 1.815 -0.07 -0.01 0.34
H -1.732 2.685 3.019 -0.07 0.26 -0.04
```
Forces are in eV/Å.

***

(2)
Below is a cluster of 2 separate species, C5H13N2 in total at a distorted geometry, with properties calculated with wB97M-V/def2-TZVPD.

Values from the calculation:
DFT total energy	-8368.4087	eV
relative energy (zero: lowest compared OMol25 entry of this formula, charge and spin)	55.4	kcal per mole
LUMO energy	-0.15995	Eh
HOMO energy	-13.60	eV
charge	+1

```
20
Properties=species:S:1:pos:R:3:forces:R:3
C -2.182 0.675 -0.149 4.46 -0.35 2.22
C -1.270 -0.331 0.186 0.47 2.31 -0.84
C 0.231 -0.457 0.475 -3.71 2.47 0.28
C -3.523 0.362 -0.492 -2.34 1.21 -2.31
C 0.650 -1.718 1.056 -1.28 -1.94 -2.12
N 3.672 0.953 -0.577 0.29 0.15 0.83
N 1.014 0.557 0.262 0.77 0.31 -0.85
H -1.911 1.729 -0.005 -0.04 -0.25 -0.46
H -1.833 -1.197 0.233 -0.22 -2.37 0.12
H -3.678 -0.726 -0.627 -0.33 0.79 0.15
H -3.667 0.935 -1.513 0.06 -1.36 1.47
H -4.288 0.910 0.120 0.67 -0.85 -0.20
H 1.013 -2.214 0.140 0.43 -0.22 0.04
H -0.225 -2.401 1.240 0.92 1.02 0.64
H 1.454 -1.741 1.737 0.66 0.20 1.03
H 3.744 1.668 -1.305 -0.35 -0.95 -0.17
H 3.571 -0.039 -0.869 0.99 1.41 -0.23
H 2.086 0.487 0.353 -1.50 0.77 -0.32
H 4.483 1.159 0.030 -0.60 -0.89 -0.44
H 0.660 1.388 -0.297 0.66 -1.46 1.16
```
Forces are in eV/Å.